No. 1
Entry from OMol25: a cluster of 2 separate species, C24H30N3 in total at a distorted geometry (ωB97M-V with the def2-TZVPD basis set).

Last column: Löwdin charge in e.
Cartesian coordinates (Å):
C1 1.88 4.91 1.08  -0.020
C2 0.55 4.16 1.18  -0.536
C3 -0.46 5.01 1.95  -0.048
C4 0.00 3.87 -0.21  -0.025
C5 0.79 2.85 1.90  -0.070
N1 0.19 2.56 3.07  0.205
C6 0.58 1.31 3.54  -0.178
C7 1.47 0.76 2.61  -0.090
C8 1.90 -0.55 2.80  -0.001
C9 1.51 -1.24 3.96  -0.049
C10 0.64 -0.65 4.90  -0.054
C11 0.15 0.64 4.68  0.005
C12 1.64 1.76 1.54  -0.052
C13 2.42 1.65 0.41  0.107
C14 3.35 0.58 0.13  -0.211
C15 4.34 0.14 1.04  -0.033
C16 5.17 -0.93 0.73  -0.026
C17 5.04 -1.61 -0.49  -0.253
C18 5.88 -2.81 -0.77  -0.041
C19 4.11 -1.14 -1.42  -0.019
C20 3.29 -0.05 -1.14  0.003
H1 2.62 4.35 0.51  0.081
H2 1.72 5.88 0.59  0.103
H3 2.28 5.10 2.08  0.103
H4 -1.43 4.52 2.02  0.096
H5 -0.10 5.28 2.95  0.095
H6 -0.61 5.95 1.40  0.102
H7 -0.94 3.30 -0.14  0.098
H8 -0.21 4.81 -0.73  0.103
H9 0.69 3.28 -0.83  0.066
H10 -0.47 3.16 3.55  0.169
H11 2.52 -1.02 2.05  0.106
H12 1.88 -2.25 4.13  0.114
H13 0.35 -1.22 5.78  0.113
H14 -0.55 1.13 5.36  0.119
H15 2.31 2.41 -0.36  0.114
H16 4.43 0.65 2.00  0.130
H17 5.92 -1.26 1.44  0.127
H18 5.72 -3.15 -1.80  0.081
H19 6.95 -2.60 -0.63  0.093
H20 5.63 -3.65 -0.10  0.095
H21 4.03 -1.64 -2.39  0.120
H22 2.54 0.30 -1.85  0.103
C21 0.59 0.84 -4.34  -0.008
C22 -0.53 0.44 -3.43  -0.444
N2 -0.60 0.62 -2.14  0.046
C23 -1.90 0.05 -1.68  -0.203
C24 -2.58 -0.51 -2.93  -0.168
N3 -1.62 -0.17 -3.96  0.031
H23 0.33 0.64 -5.38  0.079
H24 0.78 1.91 -4.23  0.086
H25 1.50 0.28 -4.10  0.073
H26 -1.74 -0.77 -0.96  0.101
H27 -2.53 0.82 -1.23  0.098
H28 -2.71 -1.60 -2.85  0.113
H29 -3.55 -0.02 -3.09  0.112
H30 -1.70 -0.42 -4.93  0.140

## Properties
E_HOMO   -0.3829 Ha
Relative energy (zero: lowest compared OMol25 entry of this formula, charge and spin)   0.170 eV
Net charge   +1
2S+1   1
Calculated total energy   -29839.6137 eV
Lowest unoccupied orbital energy   -4.412 eV

No. 2
Entry from OMol25: a cluster of 2 separate species, C4H3N in total at a distorted geometry (ωB97M-V with the def2-TZVPD basis set).

Last column: Löwdin charge in e.
Cartesian coordinates (Å):
C1 1.97 0.25 1.49  -0.081
C2 -0.61 0.15 -0.74  -0.083
C3 -1.77 -0.42 -1.12  -0.124
C4 -1.02 -1.15 -0.19  -0.001
N1 1.38 1.22 1.57  0.064
H1 0.16 0.83 -1.08  0.082
H2 -2.78 -0.36 -1.52  0.092
H3 2.68 -0.53 1.59  0.051

## Properties
E_HOMO   -0.3341 Ha
Structure (SMILES)   C1=CC=1.C#N
Relative energy (zero: lowest compared OMol25 entry of this formula, charge and spin)   3.315 eV
2S+1   1
Calculated total energy   -5681.1930 eV
Lowest unoccupied orbital energy   0.817 eV

No. 3
Entry from OMol25: the molecule C21H24N6O6 at a distorted geometry (ωB97M-V with the def2-TZVPD basis set).

Last column: Löwdin charge in e.
Cartesian coordinates (Å):
O1 -3.39 -3.11 -0.49  0.023
N1 -2.18 -3.34 -0.64  -0.334
O2 -1.71 -4.46 -0.50  0.057
C1 -1.32 -2.29 -0.96  -0.073
C2 0.04 -2.57 -1.21  -0.162
N2 0.68 -3.72 -1.28  0.150
O3 1.96 -3.42 -1.56  -0.025
N3 2.17 -2.11 -1.66  0.136
C3 1.01 -1.53 -1.45  -0.143
C4 0.62 -0.15 -1.40  -0.142
C5 -0.73 0.08 -1.22  0.044
C6 -1.71 -0.92 -1.02  -0.156
N4 -3.00 -0.60 -0.89  0.071
C7 -3.59 0.71 -0.91  -0.180
C8 -3.46 1.43 0.44  -0.161
H1 -3.98 0.85 1.21  0.125
H2 -2.41 1.50 0.72  0.091
C9 -4.05 2.84 0.41  -0.279
O4 -5.45 2.87 0.35  -0.056
H3 -5.75 2.44 -0.46  0.080
H4 -3.62 3.40 -0.43  0.119
H5 -3.80 3.36 1.34  0.120
H6 -3.13 1.32 -1.70  0.123
H7 -4.64 0.58 -1.16  0.127
H8 -3.60 -1.40 -0.67  0.112
H9 -1.08 1.10 -1.24  0.096
N5 1.52 0.84 -1.49  -0.049
C10 1.22 2.19 -1.06  -0.121
H10 0.84 2.80 -1.89  0.131
C11 2.50 2.84 -0.47  -0.154
N6 3.40 1.91 0.15  -0.164
C12 3.88 0.91 -0.80  -0.134
H11 4.07 -0.02 -0.28  0.104
C13 2.88 0.67 -1.95  -0.112
H12 3.05 1.40 -2.75  0.129
H13 3.01 -0.33 -2.35  0.100
H14 4.83 1.27 -1.22  0.121
C14 3.08 1.44 1.49  -0.133
C15 2.00 0.38 1.64  -0.203
C16 0.69 0.74 1.91  -0.059
C17 -0.32 -0.20 2.08  0.009
C18 0.03 -1.52 1.97  -0.210
C19 1.35 -1.90 1.71  -0.207
C20 2.34 -0.97 1.55  0.044
H15 3.36 -1.29 1.38  0.126
O5 1.43 -3.26 1.68  0.042
C21 0.13 -3.74 1.95  -0.137
O6 -0.75 -2.64 2.08  0.041
H16 0.15 -4.31 2.90  0.143
H17 -0.21 -4.40 1.14  0.115
H18 -1.34 0.09 2.31  0.113
H19 0.44 1.79 2.03  0.113
H20 4.01 1.05 1.90  0.127
H21 2.80 2.32 2.07  0.123
H22 2.21 3.60 0.25  0.124
H23 3.06 3.34 -1.27  0.120
H24 0.45 2.14 -0.29  0.095

## Properties
E_HOMO   -0.2946 Ha
Structure (SMILES)   O=[N+]([O-])c1c(NCCCO)cc(N2CCN(Cc3ccc4c(c3)OCO4)CC2)c2nonc12
2S+1   1
Calculated total energy   -43386.2457 eV
Lowest unoccupied orbital energy   -0.531 eV

No. 4
Entry from OMol25: the molecule C6H9N3 at a distorted geometry (ωB97M-V with the def2-TZVPD basis set).

Last column: Löwdin charge in e.
Cartesian coordinates (Å):
C1 -2.04 1.86 -0.65  -0.047
C2 -2.60 0.63 -0.99  -0.161
C3 -0.76 1.56 -0.20  -0.373
C4 0.67 -0.51 -0.19  -0.133
C5 0.64 -1.69 0.73  -0.157
C6 1.66 -2.54 0.83  0.014
N1 -1.72 -0.33 -0.72  0.046
N2 -0.60 0.23 -0.30  -0.121
N3 0.30 2.40 0.12  0.080
H1 -2.69 2.74 -0.72  0.098
H2 -3.56 0.43 -1.50  0.104
H3 1.58 0.14 0.04  0.143
H4 0.87 -0.90 -1.19  0.125
H5 -0.19 -1.81 1.38  0.089
H6 2.51 -2.28 0.29  0.042
H7 0.21 3.32 -0.26  0.075
H8 1.54 -3.31 1.51  0.034
H9 0.65 2.37 1.15  0.143

## Properties
E_HOMO   -0.3068 Ha
Structure (SMILES)   C=CCn1nccc1N
Relative energy (zero: lowest compared OMol25 entry of this formula, charge and spin)   1.361 eV
2S+1   1
Calculated total energy   -10836.2661 eV
Lowest unoccupied orbital energy   0.868 eV

No. 5
Entry from OMol25: the molecule C4H6N2S at a distorted geometry (ωB97M-V with the def2-TZVPD basis set).

Last column: Löwdin charge in e.
Cartesian coordinates (Å):
C1 -1.39 -0.68 -0.48  -0.180
C2 -0.63 0.32 0.24  -0.360
C3 1.60 0.94 -0.18  -0.359
C4 -0.34 -1.20 0.39  -0.506
H1 -1.43 -1.01 -1.69  0.186
H2 -2.37 -0.86 -0.03  0.095
H3 -1.03 0.86 1.06  0.138
H4 0.07 2.17 -0.09  0.205
H5 2.39 1.77 -0.20  0.143
H6 -0.66 -1.59 1.42  0.125
N1 0.30 1.11 -0.39  0.003
N2 2.17 -0.19 0.20  -0.327
S1 1.33 -1.63 -0.26  0.838

## Properties
E_HOMO   -0.3025 Ha
Structure (SMILES)   C1=NS[C@@H]2C[C@@H]2N1
Relative energy (zero: lowest compared OMol25 entry of this formula, charge and spin)   3.388 eV
2S+1   1
Calculated total energy   -18057.5857 eV
Lowest unoccupied orbital energy   0.522 eV

No. 6
Entry from OMol25: a structure of composition C19H22BaN5O3 (ωB97M-V with the def2-TZVPD basis set).

Last column: Löwdin charge in e.
Cartesian coordinates (Å):
Ba1 0.70 2.94 0.82  1.976
O1 2.17 -0.07 4.21  0.066
C1 1.41 -1.16 3.99  -0.269
C2 1.73 -2.32 4.70  -0.004
C3 1.00 -3.47 4.53  -0.064
C4 -0.07 -3.51 3.63  -0.082
C5 -0.39 -2.37 2.93  -0.036
C6 0.34 -1.18 3.08  -0.105
C7 -0.01 0.00 2.28  -0.455
O2 0.66 1.10 2.44  -0.370
N1 -0.99 -0.13 1.40  0.058
N2 -1.18 1.02 0.70  -0.133
C8 -2.19 1.07 -0.07  -0.098
C9 -2.45 2.27 -0.89  -0.297
C10 -3.56 2.28 -1.73  -0.012
C11 -3.78 3.39 -2.52  -0.032
C12 -2.90 4.46 -2.45  -0.040
C13 -1.83 4.36 -1.58  -0.140
N3 -1.59 3.30 -0.81  -0.038
H1 1.79 0.64 3.65  0.061
H2 2.56 -2.28 5.40  0.123
H3 1.26 -4.36 5.09  0.110
H4 -0.65 -4.41 3.51  0.103
H5 -1.22 -2.37 2.24  0.105
H6 -2.88 0.23 -0.14  0.131
H7 -4.22 1.43 -1.75  0.122
H8 -4.64 3.43 -3.18  0.120
H9 -3.04 5.34 -3.06  0.114
H10 -1.13 5.19 -1.50  0.111
C14 0.03 1.16 -3.16  -0.018
N4 0.59 0.06 -2.40  -0.068
C15 0.10 -1.27 -2.76  -0.141
C16 1.12 -2.33 -2.39  -0.140
C17 1.51 -2.14 -0.94  -0.134
N5 1.96 -0.77 -0.71  -0.059
C18 2.87 -0.57 0.41  -0.001
C19 1.41 0.28 -1.35  -0.481
O3 1.68 1.46 -1.00  -0.286
H11 0.15 0.97 -4.22  0.100
H12 0.56 2.08 -2.91  0.084
H13 -1.03 1.29 -2.95  0.082
H14 -0.09 -1.28 -3.83  0.126
H15 -0.85 -1.46 -2.25  0.131
H16 2.01 -2.23 -3.02  0.129
H17 0.70 -3.32 -2.54  0.126
H18 2.34 -2.80 -0.67  0.129
H19 0.68 -2.37 -0.27  0.129
H20 3.71 -1.26 0.30  0.103
H21 2.38 -0.77 1.36  0.080
H22 3.25 0.44 0.40  0.087

## Properties
E_HOMO   -0.3826 Ha
Relative energy (zero: lowest compared OMol25 entry of this formula, charge and spin)   0.000 eV
Net charge   +1
2S+1   1
Calculated total energy   -34344.9324 eV
Lowest unoccupied orbital energy   -3.285 eV

| no. | orbital gap (eV) |
| --- | --- |
| 1 | 6.01 |
| 2 | 9.91 |
| 3 | 7.49 |
| 4 | 9.22 |
| 5 | 8.75 |
| 6 | 7.13 |